(1)
18
Properties=species:S:1:pos:R:3 method="wB97M-V/def2-TZVPD" homo_ev=-4.09 e_above_lowest_kj_mol=186.9 total_charge=-1
O -2.2510 -1.0341 1.6266
C -1.5901 -0.2925 0.8383
O -1.6572 0.9934 0.9439
C -0.5977 -0.9574 -0.0345
C 0.4942 -0.2384 -0.7569
C 1.7752 -1.1121 -0.8082
N 2.6229 -0.8144 -2.0156
H -1.3199 -1.2304 -0.8657
H -0.2817 -1.7952 0.4168
H 0.6570 0.8031 -0.4121
H 0.1636 0.1025 -1.6682
H 2.3977 -1.1162 0.1466
H 1.3400 -2.2452 -0.8396
H 3.5880 -0.7391 -1.6482
H 2.3728 0.1685 -2.2849
H -0.2545 2.1158 0.7042
H 0.2760 3.5086 1.0442
O 0.4346 2.7571 0.4401

=====

(2)
33
Properties=species:S:1:pos:R:3 method="wB97M-V/def2-TZVPD" homo_ev=-8.77 smiles=O.O.O.O.O.O.O.O.O.O.O e_above_lowest_kj_mol=387.8 total_charge=0
H 0.6651 0.4159 -0.2767
H 0.2820 -1.0549 -0.2741
H 0.3788 2.0814 4.7820
H 0.5181 2.1107 3.2688
H 2.3573 2.9844 0.1837
H 3.4775 3.4325 1.1079
H -2.3651 2.6833 -3.0091
H -3.2634 3.3030 -4.0669
H -2.5931 -2.6012 -2.5205
H -2.4159 -4.1107 -2.5164
H -0.2097 -0.8191 2.0440
H 0.4736 -2.1685 2.1931
H -4.3325 1.2936 1.3234
H -3.2464 1.3362 0.2611
H -0.1914 -4.5167 -1.1836
H -0.7407 -3.2093 -0.6369
H 3.3389 -1.0434 -0.5796
H 2.6910 -1.5836 0.6847
H 2.2486 -3.3833 -0.2790
H 2.1613 -4.7410 -0.9566
H 0.7583 4.3893 -0.5283
H -0.4961 4.4463 0.3280
O -0.0604 -0.1808 -0.4926
O 0.9874 1.8533 4.0703
O 3.1759 3.4930 0.1945
O -2.5163 3.5036 -3.4920
O -2.4013 -3.3423 -1.9348
O 0.2023 -1.3941 2.6987
O -4.0349 1.8024 0.5608
O 0.0861 -3.6546 -0.8537
O 2.7524 -1.7402 -0.2643
O 1.8734 -4.2644 -0.1699
O 0.4392 4.6791 0.3337

=====

(3)
24
Properties=species:S:1:pos:R:3 method="wB97M-V/def2-TZVPD" homo_ev=-9.30 smiles="C[SiH](C)[C@@]1(C(=O)Cl)C[C@@H]1/C=C/Cl" e_above_lowest_kj_mol=74.1 total_charge=0
C 3.1540 0.1173 -0.5142
C 3.8365 1.1047 0.0689
C 0.9738 -1.7219 0.5841
C 1.1467 -0.8360 -1.7544
C 1.7356 0.1926 -0.9121
C 0.6049 -0.6874 -0.3702
C -0.8165 1.0507 1.5875
C -2.2490 -1.4834 0.3855
O 0.6249 -1.7664 1.7322
Si -1.1013 0.0132 0.0749
Cl 5.5088 0.9925 0.4299
Cl 2.0033 -3.1204 -0.0843
H 3.5617 -0.8668 -0.8305
H 3.2313 1.9855 0.4592
H 0.4262 -0.6292 -2.5234
H 1.6188 -1.6884 -2.0484
H 1.6122 1.2822 -0.9385
H -0.2721 0.6350 2.4135
H -0.2468 2.0517 1.4429
H -1.7079 1.4201 2.2914
H -1.7309 -2.1510 1.0579
H -3.0822 -1.1485 1.1153
H -2.4805 -1.8686 -0.4953
H -1.2755 0.9740 -1.1773

=====

(4)
14
Properties=species:S:1:pos:R:3 method="wB97M-V/def2-TZVPD" homo_ev=-7.98 e_above_lowest_kj_mol=279.0 total_charge=0
C -0.1572 0.8480 -1.1743
O -1.4280 0.1407 -1.1009
C -1.6453 -0.8774 -0.3059
C 0.3913 1.0701 0.2170
C 0.6581 -0.2841 0.8797
C -0.4007 -1.3216 0.4444
H -0.3942 1.7787 -1.6948
H 0.5218 0.2494 -1.7949
H -0.3452 1.6485 0.7907
H 1.3030 1.6701 0.1697
H 0.6449 -0.1712 1.9694
H 1.6565 -0.6478 0.6067
H -0.7249 -1.9471 1.2780
H 0.0259 -2.0343 -0.2846

=====

no.,molar mass (g/mol),DFT total energy (hartree)
1,120.128,-438.9141
2,198.165,-840.7324
3,223.175,-1597.0706
4,84.118,-270.4516